# 1
{"formula": "C19H40B2NO24", "method": "ωB97M-V/def2-TZVPD", "species": ["C", "C", "C", "C", "N", "C", "C", "C", "C", "C", "C", "C", "H", "H", "H", "H", "H", "H", "H", "H", "H", "H", "H", "H", "H", "H", "H", "H", "H", "H", "H", "H", "H", "H", "H", "H", "O", "C", "O", "B", "O", "C", "O", "O", "C", "O", "C", "O", "O", "O", "C", "O", "B", "O", "C", "O", "O", "C", "O", "C", "O", "O", "O", "H", "H", "O", "H", "H", "O", "H", "H", "O", "H", "H", "O", "H", "H", "O", "H", "H", "O", "H", "H", "O", "H", "H"], "positions_angstrom": [[35.70300, 23.20300, 16.78300], [34.37600, 22.45900, 16.35000], [33.18200, 23.35200, 15.83500], [33.57200, 23.98200, 14.47100], [32.52700, 24.75700, 13.70900], [31.72200, 25.66700, 14.52500], [30.40200, 25.83100, 13.81400], [30.09200, 24.37700, 13.39700], [31.45400, 23.77700, 13.11700], [33.20100, 25.55700, 12.63200], [34.25100, 24.76800, 11.83400], [34.93900, 25.62400, 10.71800], [36.39600, 22.47900, 17.33700], [35.40500, 24.11800, 17.43900], [36.11600, 23.68800, 15.82600], [34.11000, 22.06400, 17.26000], [34.47200, 21.54900, 15.70200], [32.84800, 24.14800, 16.62000], [32.40300, 22.80000, 15.76800], [33.82500, 23.23600, 13.69600], [34.41800, 24.68100, 14.77400], [32.21900, 26.63000, 14.65800], [31.52100, 25.41600, 15.50200], [30.33700, 26.34700, 12.94600], [29.68000, 26.27700, 14.49800], [29.41500, 24.37900, 12.46700], [29.81800, 23.89800, 14.19300], [31.34000, 23.70400, 12.01500], [31.52600, 22.66000, 13.51000], [33.48900, 26.43800, 13.04400], [32.48500, 25.92700, 11.98700], [33.71100, 23.98400, 11.23500], [35.28800, 24.39900, 12.23300], [35.24500, 26.59100, 11.22100], [34.48300, 25.91200, 9.80400], [35.68200, 25.14800, 10.26100], [32.33800, 28.94800, 13.01400], [32.06200, 29.62000, 13.97100], [33.02500, 30.15600, 14.75100], [32.34700, 30.50400, 15.95900], [30.95900, 30.12500, 15.74800], [30.90800, 29.74800, 14.54800], [29.88400, 29.26600, 13.99000], [32.45400, 31.95200, 16.21400], [33.24900, 32.02100, 17.28600], [33.91100, 33.05400, 17.38600], [33.67400, 30.76900, 17.80200], [32.99600, 29.91900, 17.14100], [34.33500, 30.67200, 18.73800], [37.22700, 26.05800, 13.72200], [36.61300, 26.75800, 14.55000], [36.12600, 26.31500, 15.69200], [35.23100, 27.38900, 16.22200], [35.66300, 28.56700, 15.43600], [36.42900, 28.18800, 14.53000], [36.42400, 28.88500, 13.56500], [35.52600, 27.54000, 17.62900], [34.49900, 27.21000, 18.28300], [34.53500, 27.12400, 19.49400], [33.47100, 26.99200, 17.41400], [33.80500, 27.01000, 16.21300], [32.33300, 26.62500, 17.67600], [35.38000, 33.23300, 19.88300], [35.14900, 33.59700, 19.05100], [36.26100, 33.01000, 19.79000], [27.72100, 29.50100, 16.81800], [28.63100, 29.14600, 16.92400], [27.01400, 28.94900, 16.51800], [32.98400, 35.53000, 18.17000], [33.26100, 34.67300, 17.80600], [32.43100, 35.78800, 17.61700], [33.26300, 29.11600, 20.83800], [33.90300, 29.75900, 20.50300], [33.69600, 28.55800, 20.30600], [36.86700, 29.79500, 19.87700], [37.00600, 28.80500, 19.70700], [36.22300, 30.23600, 19.28200], [32.98800, 29.29200, 10.25700], [32.13300, 29.98500, 10.04600], [32.79100, 29.11800, 11.19000], [27.88900, 28.01400, 12.86900], [28.57600, 28.61500, 13.25900], [26.91900, 28.47200, 12.61900], [34.96300, 33.78800, 14.74800], [35.19900, 32.88000, 14.98600], [34.98400, 34.52300, 15.57300]], "total_charge": -1, "e_tot_ha": -2658.3650, "homo_ev": -7.8, "homo_lumo_gap_ev": 9.0, "multiplicity": 1}

***

# 2
{"formula": "C19H40BN2O7", "method": "ωB97M-V/def2-TZVPD", "species": ["C", "O", "C", "C", "B", "N", "O", "C", "C", "C", "C", "N", "O", "C", "C", "C", "C", "H", "H", "H", "H", "H", "H", "H", "H", "H", "H", "H", "H", "H", "H", "H", "H", "H", "H", "H", "H", "H", "H", "H", "H", "O", "C", "O", "C", "C", "C", "H", "H", "H", "H", "H", "H", "H", "H", "O", "C", "O", "C", "C", "C", "H", "H", "H", "H", "H", "H", "H", "H"], "positions_angstrom": [[1.83440, 2.02061, 5.53164], [1.46014, 1.58146, 4.16742], [0.29536, 2.33197, 3.67665], [-0.10698, 1.97069, 2.09334], [-1.53342, 2.78987, 1.83159], [-2.55227, 2.46253, 0.75816], [-1.85904, 3.92116, 2.76756], [1.09369, 2.60275, 1.17610], [2.02397, 1.44053, 0.48497], [2.97903, 2.24896, -0.62758], [3.13122, 0.76468, 1.54180], [1.27830, 0.39997, -0.30740], [0.99760, 0.77960, -1.56420], [0.11948, -0.22370, 0.41424], [0.53529, -1.83052, 0.63437], [-1.21887, -0.28976, -0.58718], [-0.21598, 0.35153, 1.90322], [1.43844, 3.11061, 5.79209], [1.37420, 1.23585, 6.29279], [2.99966, 2.05286, 5.70907], [-0.60942, 2.05426, 4.40291], [0.57292, 3.47108, 3.71489], [-2.84886, 1.46564, 0.84425], [-2.17045, 2.69108, -0.18843], [-2.73481, 4.26919, 2.42633], [1.77770, 3.39302, 1.74746], [0.58138, 3.22954, 0.29864], [3.64962, 1.49879, -1.22893], [2.35851, 2.99030, -1.29919], [3.70460, 2.93424, 0.01874], [2.54452, -0.01849, 2.21077], [3.56222, 1.62895, 2.22125], [3.96698, 0.18012, 0.95160], [0.91955, -2.31795, -0.36090], [1.35054, -1.92932, 1.49668], [-0.45673, -2.38681, 0.97018], [-0.99281, -1.02256, -1.49181], [-1.54494, 0.75996, -0.98654], [-2.06474, -0.81443, 0.05992], [0.41913, -0.28468, 2.67206], [-1.35190, 0.06248, 2.13083], [2.34847, -2.53148, -2.48081], [3.02167, -1.93306, -3.31507], [4.28447, -2.32916, -3.59000], [5.09200, -1.80459, -4.66084], [5.77979, -0.52002, -4.24068], [2.48946, -0.69325, -3.97561], [4.50353, -1.69152, -5.57660], [5.85175, -2.56412, -4.87447], [5.05712, 0.26249, -3.99399], [6.42965, -0.15212, -5.03904], [6.38173, -0.68678, -3.34242], [2.61215, 0.15451, -3.29840], [1.42442, -0.84100, -4.18539], [2.95855, -0.46502, -4.92965], [-3.73297, -2.05522, 1.34322], [-4.76470, -2.34489, 0.74413], [-4.71560, -3.06684, -0.39758], [-5.86705, -3.59753, -1.08059], [-6.49089, -2.55075, -1.98325], [-6.09153, -1.82198, 1.21612], [-6.58105, -4.02627, -0.37059], [-5.50511, -4.42955, -1.69417], [-6.84652, -1.68754, -1.41419], [-7.33434, -2.97233, -2.53633], [-5.75192, -2.17429, -2.69684], [-6.21021, -0.78989, 0.87987], [-6.10771, -1.85271, 2.31108], [-6.94240, -2.41120, 0.88272]], "e_tot_ha": -1408.8002, "homo_ev": [-8.2, -9.2], "homo_lumo_gap_ev": [8.7, 9.6], "multiplicity": 2}

***

# 3
{"formula": "C19H40IrNP3Se", "method": "ωB97M-V/def2-TZVPD", "species": ["Ir", "P", "P", "P", "H", "C", "C", "H", "C", "C", "C", "C", "C", "C", "C", "C", "C", "H", "H", "H", "H", "H", "H", "H", "H", "H", "H", "H", "H", "H", "H", "H", "H", "H", "H", "H", "H", "H", "H", "H", "H", "H", "H", "H", "H", "H", "C", "C", "C", "C", "C", "C", "Se", "H", "H", "H", "H", "H", "H", "C", "C", "N", "H", "H", "H"], "positions_angstrom": [[0.00000, 0.00000, 0.00000], [-1.18630, -0.61000, 1.85880], [1.23880, -1.86750, -0.54060], [-1.64830, -0.64320, -1.49380], [1.12330, 2.26980, -1.31960], [0.16670, 1.74390, -1.30000], [-0.75320, 2.01790, -0.20520], [-0.45450, 2.72430, 0.56430], [-0.66140, -0.08900, 3.56060], [-1.58420, -2.37570, 2.28180], [-2.89930, 0.09840, 1.93260], [2.32800, -1.84310, -2.05090], [2.48780, -2.55300, 0.65530], [0.41640, -3.50400, -0.86910], [-2.95400, 0.58600, -1.95260], [-2.77710, -2.08070, -1.18820], [-1.08830, -1.05550, -3.20890], [-0.23620, 1.65720, -2.31090], [-1.81310, 2.11280, -0.42410], [-0.44780, 0.98400, 3.56560], [0.24370, -0.62700, 3.85220], [-1.44790, -0.29920, 4.29530], [-0.64910, -2.91120, 2.47500], [-2.08170, -2.85840, 1.43710], [-2.22850, -2.45330, 3.16690], [-2.82180, 1.18820, 1.88480], [-3.42610, -0.19180, 2.84990], [-3.48310, -0.23200, 1.06970], [2.86350, -2.79060, -2.19110], [3.05140, -1.02920, -1.96340], [1.71510, -1.64190, -2.93290], [2.95850, -3.45660, 0.25080], [1.98440, -2.80340, 1.59420], [3.27060, -1.82280, 0.87090], [1.16580, -4.28000, -1.06310], [-0.24690, -3.44390, -1.73470], [-0.17820, -3.79270, 0.00210], [-3.61920, 0.14790, -2.70430], [-2.49830, 1.49000, -2.36380], [-3.53970, 0.86270, -1.07240], [-3.40770, -2.26710, -2.06480], [-3.42310, -1.86110, -0.33410], [-2.20630, -2.98170, -0.96090], [-1.94140, -1.20810, -3.87980], [-0.47800, -1.96090, -3.20480], [-0.47360, -0.23160, -3.58060], [2.71610, 2.36670, -5.48130], [2.02160, 3.21940, -4.61700], [1.71360, 4.51710, -5.02380], [2.09230, 4.97350, -6.28660], [2.78490, 4.11910, -7.14530], [3.09810, 2.82000, -6.74910], [3.17810, 0.56560, -4.99610], [2.56750, 0.64270, -3.65850], [1.72120, 2.87620, -3.63140], [1.17390, 5.17230, -4.34570], [1.85000, 5.98490, -6.59850], [3.08560, 4.46200, -8.13140], [3.63780, 2.16360, -7.42620], [2.98280, 1.42800, 3.21650], [2.15340, 0.98370, 2.09890], [1.43420, 0.62740, 1.26600], [4.04200, 1.62620, 2.95990], [2.80650, 0.73380, 4.06450], [2.44590, 2.25910, 3.72390]], "e_above_lowest_ev": 0.723, "total_charge": 3, "e_tot_ha": -4331.4328, "homo_ev": [-13.4, -17.6], "homo_lumo_gap_ev": [5.8, 6.0], "multiplicity": 5}